Record 1
The following is a DFT calculation (ωB97M-V/def2-TZVPD) of 2 unconnected molecules or ions with the total composition C13H18OSe in a non-equilibrium geometry.

Computed properties:
Lowest unoccupied orbital energy (alpha / beta): 0.371 / -0.088 eV
HOMO-LUMO gap (alpha / beta): 0.2534 / 0.2453 Ha

Structure (ORCA input):
```
! wB97M-V def2-TZVPD RIJCOSX def2/J DEFGRID3
* xyz 0 1
C 3.08641 0.54164 1.27288
C 2.85600 0.91139 -0.02699
C 2.39518 -0.52803 1.85834
C 1.90334 0.17089 -0.83723
C 1.45632 -1.22471 1.09544
C 1.14445 -0.86146 -0.21126
C -1.04148 2.06769 -0.70716
C -1.00233 1.12310 0.25705
C -1.88783 -0.88943 1.45355
C -1.75385 -3.55561 -1.96571
C -0.55122 3.49279 -0.43764
C 0.16035 -1.51292 -0.95288
C -1.68975 -0.04327 0.18569
O 0.51214 3.46169 0.52650
Se -0.48612 -3.23425 -0.51120
H 3.98327 0.90436 1.73484
H 3.22450 1.85279 -0.41249
H 2.36134 -0.85201 2.83792
H 1.65102 0.39452 -1.85752
H 0.91326 -1.96177 1.70601
H -1.58928 1.88947 -1.71041
H -0.66420 1.43698 1.18174
H -1.66031 -1.95282 1.30585
H -1.30114 -0.58374 2.29522
H -2.93328 -0.83390 1.71278
H -2.70454 -3.75292 -1.44727
H -1.80310 -2.58906 -2.58602
H -1.62663 -4.39562 -2.62426
H -1.47192 3.98987 -0.02378
H -0.33339 3.99430 -1.33504
H -0.09665 -1.21414 -2.03617
H -1.81438 -0.55780 -0.73338
H 0.76381 4.31196 0.99258
*
```

Record 2
The following is a DFT calculation (ωB97M-V/def2-TZVPD) of a molecular structure, C50H50Cl2KN2O2S2Se.

Computed properties:
Lowest unoccupied orbital energy: -2.031 eV
HOMO-LUMO gap: 0.2970 Ha

Structure (ORCA input):
```
! wB97M-V def2-TZVPD RIJCOSX def2/J DEFGRID3
* xyz 1 1
K -0.94504 -2.44323 -0.77175
Cl -3.68364 -1.49217 0.50624
C -4.01454 -3.07947 1.24682
Cl -2.69371 -4.22480 0.93679
H -4.92084 -3.47758 0.81283
H -4.10559 -2.94796 2.31700
C 2.65660 -1.07212 -6.00905
C 2.47970 -1.64434 -4.62910
C 2.50206 -0.80524 -3.51398
C 2.32066 -1.30064 -2.23659
C 2.13411 -2.67165 -2.06891
C 2.10995 -3.52961 -3.15642
C 2.28544 -3.00664 -4.43277
S 1.77639 -3.38867 -0.46856
O 2.03508 -4.85482 -0.55865
C 3.03323 -2.59083 0.50335
C 4.32562 -2.35003 -0.02527
C 5.24106 -1.68251 0.72299
C 4.91637 -1.22939 2.02965
C 5.85480 -0.51032 2.81091
C 5.54432 -0.10318 4.07462
C 4.27918 -0.40715 4.62718
C 3.35511 -1.09864 3.89821
C 3.64318 -1.51558 2.57218
C 2.68516 -2.20914 1.77082
C 1.39095 -2.62130 2.42366
C 1.43574 -3.83560 3.19747
C 2.58658 -4.66733 3.21123
C 2.61634 -5.80152 3.96975
C 1.50640 -6.16944 4.76190
C 0.38373 -5.39681 4.76279
C 0.32031 -4.21834 3.97955
C -0.84199 -3.40850 3.97278
C -0.89618 -2.29344 3.20340
C 0.22687 -1.89427 2.43397
S -0.05789 -0.45411 1.38004
O 1.21630 -0.11155 0.67921
C -0.35005 0.76104 2.63714
C -1.64998 1.14111 2.93214
C -1.86368 2.11064 3.90519
C -0.79332 2.71127 4.56083
C -1.01836 3.78075 5.59687
C 0.50560 2.32343 4.22053
C 0.73833 1.35558 3.26095
H 1.88512 -0.32849 -6.21787
H 2.59869 -1.84677 -6.77192
H 3.62321 -0.57462 -6.10282
H 2.65128 0.26076 -3.65397
H 2.32014 -0.63528 -1.38179
H 1.98383 -4.59297 -2.99427
H 2.27328 -3.67353 -5.28661
H 4.57277 -2.70346 -1.01798
H 6.23368 -1.49132 0.33222
H 6.82812 -0.29444 2.38649
H 6.26947 0.44424 4.66267
H 4.04651 -0.09520 5.63714
H 2.39322 -1.33806 4.33485
H 3.44046 -4.40845 2.60023
H 3.49777 -6.42929 3.96005
H 1.55074 -7.06678 5.36563
H -0.47647 -5.67211 5.36161
H -1.69002 -3.70100 4.58164
H -1.78811 -1.67469 3.19667
H -2.48672 0.69690 2.40424
H -2.87573 2.41280 4.14757
H -2.05751 3.80830 5.92097
H -0.76599 4.76428 5.19507
H -0.38930 3.61667 6.47225
H 1.34781 2.79183 4.71786
H 1.74670 1.06335 2.98883
C -0.73135 4.37357 -3.77269
C 0.51273 4.32581 -2.87951
C 0.83733 2.92738 -2.34010
C 0.04521 2.52481 -1.10178
N -1.38955 2.34268 -1.36203
C -1.93550 1.31920 -2.05263
Se -1.01578 -0.15299 -2.70295
N -3.27412 1.53721 -2.10429
C -4.26171 0.75229 -2.84403
C -4.76535 1.49471 -4.07873
C -3.69354 1.74492 -5.13645
C -3.24223 0.47416 -5.85123
C -3.58688 2.70349 -1.40785
C -4.80254 3.31728 -1.14019
C -4.76650 4.47452 -0.37988
C -3.55632 4.99646 0.09363
C -2.34740 4.37441 -0.17232
C -2.39110 3.21268 -0.92936
H -0.80542 5.32821 -4.29486
H -1.65456 4.24570 -3.20381
H -0.69093 3.58460 -4.52828
H 0.39101 5.02214 -2.04223
H 1.36993 4.68605 -3.45130
H 1.89304 2.86099 -2.06420
H 0.66828 2.18235 -3.12148
H 0.11698 3.31047 -0.35101
H 0.44240 1.60608 -0.67036
H -5.08816 0.53589 -2.16401
H -3.78416 -0.18887 -3.10780
H -5.20398 2.44526 -3.76663
H -5.57571 0.90045 -4.51081
H -2.83359 2.24265 -4.67700
H -4.09698 2.44689 -5.86886
H -2.73293 -0.21282 -5.17338
H -2.54663 0.70938 -6.65826
H -4.09700 -0.04524 -6.29272
H -5.73768 2.91232 -1.50355
H -5.69121 4.98740 -0.15176
H -3.56493 5.90517 0.68061
H -1.41646 4.78380 0.19735
*
```

Record 3
The following is a DFT calculation (ωB97M-V/def2-TZVPD) of 2 unconnected molecules or ions with the total composition C5H15NO2 in a non-equilibrium geometry.

Computed properties:
Lowest unoccupied orbital energy (alpha / beta): -3.109 / -8.422 eV
⟨S²⟩: 0.754
HOMO-LUMO gap (alpha / beta): 0.4355 / 0.2397 Ha

Structure (ORCA input):
```
! wB97M-V def2-TZVPD RIJCOSX def2/J DEFGRID3
* xyz 1 2
C 1.34246 -1.63898 -1.42951
C 1.08300 -0.18157 -1.70880
N 0.52603 0.54898 -0.50063
C -1.84704 0.27225 -1.15188
C -0.80839 0.20163 0.01980
C -1.06961 1.17128 1.19362
O -2.26296 0.90650 1.87757
H 1.70012 -2.16058 -2.30881
H 1.79018 -1.77258 -0.45776
H 0.36104 -2.13746 -1.28153
H 2.06205 0.30209 -1.78214
H 0.53236 0.09304 -2.60079
H 0.57681 1.57048 -0.60854
H -2.33281 -0.70136 -1.24588
H -2.53310 1.06035 -0.86508
H -1.42796 0.44230 -2.12644
H -0.79458 -0.76221 0.55634
H -1.27377 2.16891 0.76452
H -0.13892 1.14043 1.77657
H -2.31837 -0.04097 2.00828
H 2.20461 -0.51952 0.81195
H 2.08957 -1.59021 1.98054
O 2.67391 -0.94976 1.51851
*
```

Record 4
The following is a DFT calculation (ωB97M-V/def2-TZVPD) of a molecular structure, C4H7NO in a non-equilibrium geometry.

Computed properties:
Lowest unoccupied orbital energy (alpha / beta): 0.228 / 0.279 eV
HOMO-LUMO gap (alpha / beta): 0.2492 / 0.2706 Ha

Structure (ORCA input):
```
! wB97M-V def2-TZVPD RIJCOSX def2/J DEFGRID3
* xyz 0 1
C -1.52408 -1.35318 -0.30969
C -0.48405 -0.31782 -0.25920
N 0.78511 -0.52310 0.15953
C 1.51496 0.76026 0.10529
C 0.36590 1.71393 -0.02644
O -0.66720 0.89344 -0.60840
H -2.04657 -1.41030 0.65500
H -1.10136 -2.33761 -0.52839
H -2.24399 -1.07935 -1.08191
H 2.16646 1.01443 0.95132
H 2.16529 0.57567 -0.77289
H 0.52199 2.55949 -0.69115
H 0.66077 -0.51432 1.52786
*
```

Record 5
The following is a DFT calculation (ωB97M-V/def2-TZVPD) of a molecular structure, C26H34N4O2Si2TeTl.

Computed properties:
Lowest unoccupied orbital energy: 2.208 eV
HOMO-LUMO gap: 0.2267 Ha

Structure (ORCA input):
```
! wB97M-V def2-TZVPD RIJCOSX def2/J DEFGRID3
* xyz -1 1
Tl 0.33774 1.22248 -0.51548
O 4.69867 1.95862 0.79304
C 3.52753 1.99702 0.37606
N 2.76971 1.05484 -0.16125
C 3.23960 -0.24199 -0.40530
C 4.32175 -0.83060 0.25406
C 4.71130 -2.13404 -0.03276
C 4.02099 -2.87275 -0.97899
C 2.93861 -2.31036 -1.64650
C 2.53149 -1.00092 -1.38006
N 1.44128 -0.36767 -1.99685
C 0.98890 -0.74476 -3.18291
O 1.34416 -1.67654 -3.92444
C -0.13643 0.13550 -3.72922
C -0.81295 -0.28553 -4.87254
C -1.82641 0.50264 -5.38108
C -2.14236 1.69458 -4.74060
C -1.41934 2.03503 -3.61207
N -0.43713 1.28167 -3.12196
C 2.83512 3.35695 0.48911
C 3.36735 4.29453 1.37320
C 2.75857 5.52788 1.49316
C 1.63888 5.80526 0.71758
C 1.18524 4.82036 -0.14027
N 1.76452 3.62644 -0.25878
H 4.86492 -0.23747 0.97261
H 5.55901 -2.56506 0.48804
H 4.32201 -3.88846 -1.21042
H 2.41258 -2.86505 -2.40772
H -0.50971 -1.22028 -5.32121
H -2.36903 0.19536 -6.26719
H -2.92811 2.34403 -5.10323
H -1.63424 2.95013 -3.06837
H 4.25123 4.01881 1.93020
H 3.14919 6.26984 2.17943
H 1.13155 6.75952 0.77290
H 0.31573 4.99144 -0.76793
C -0.73182 -4.43496 3.00102
Si 0.40713 -3.59324 1.77396
C 2.15028 -3.65625 2.43412
C 0.30458 -4.42519 0.10558
C -0.08422 -1.80056 1.55530
Te -2.05847 -1.53867 0.76402
C -2.56235 0.14639 1.97134
Si -4.15342 0.95774 1.40634
C -5.47826 -0.33587 1.11871
C -4.74938 2.13274 2.73981
C -3.82465 1.88990 -0.17674
H -0.42880 -5.47275 3.16290
H -1.76699 -4.42674 2.65445
H -0.69603 -3.92218 3.96657
H 2.48134 -4.69309 2.54623
H 2.21237 -3.17433 3.41372
H 2.84411 -3.14654 1.76199
H 0.51125 -5.49648 0.16762
H 1.02487 -3.97425 -0.58174
H -0.69217 -4.30479 -0.33012
H 0.61664 -1.31045 0.87367
H -0.07200 -1.24732 2.49671
H -1.73903 0.85418 1.83894
H -2.59774 -0.17382 3.01313
H -5.55621 -1.01331 1.97294
H -5.25716 -0.94229 0.23665
H -6.45330 0.13365 0.96611
H -4.90673 1.60216 3.68242
H -5.69689 2.59732 2.45377
H -4.02420 2.92957 2.92053
H -3.32649 1.23666 -0.89802
H -3.15989 2.73802 0.00319
H -4.74828 2.26336 -0.62741
*
```

Record 6
The following is a DFT calculation (ωB97M-V/def2-TZVPD) of a molecular structure, C9H9N2O5PdS in a non-equilibrium geometry.

Computed properties:
Lowest unoccupied orbital energy (alpha / beta): -3.111 / -5.846 eV
⟨S²⟩: 2.014
HOMO-LUMO gap (alpha / beta): 0.2545 / 0.2560 Ha

Structure (ORCA input):
```
! wB97M-V def2-TZVPD RIJCOSX def2/J DEFGRID3
* xyz 1 3
O -0.61554 2.93178 -7.11684
C -0.64651 2.36790 -6.13616
Pd -0.45935 0.54740 -2.13709
C -0.92398 1.79922 -0.61218
O -1.03587 2.33434 0.39000
C -0.56104 -1.49083 -2.23832
O -0.80697 -2.53332 -2.67116
C 1.04266 1.24432 -3.22409
O 2.09267 1.44393 -3.68063
C -2.14638 0.81891 -3.33525
O -3.31269 0.95120 -3.30569
H -1.10255 0.60776 -3.87030
S 1.31034 -0.80229 -0.63948
C 0.88454 -0.83482 1.02359
N 1.60918 -0.04687 1.81398
C 1.19334 0.29059 3.17758
C 0.56395 -0.91458 3.84342
C -0.55368 -1.46902 2.96069
N -0.09165 -1.60778 1.54947
H 2.36818 0.48611 1.31988
H 0.52780 1.16944 3.14599
H 2.10021 0.63291 3.66424
H 0.18202 -0.64380 4.83562
H 1.30970 -1.68717 4.00161
H -1.48052 -0.87601 3.05175
H -0.86784 -2.47106 3.29014
H -0.58002 -2.24825 0.89920
*
```

Repeat the sixth record exactly.
The following is a DFT calculation (ωB97M-V/def2-TZVPD) of a molecular structure, C9H9N2O5PdS in a non-equilibrium geometry.

Computed properties:
Lowest unoccupied orbital energy (alpha / beta): -3.111 / -5.846 eV
⟨S²⟩: 2.014
HOMO-LUMO gap (alpha / beta): 0.2545 / 0.2560 Ha

Structure (ORCA input):
```
! wB97M-V def2-TZVPD RIJCOSX def2/J DEFGRID3
* xyz 1 3
O -0.61554 2.93178 -7.11684
C -0.64651 2.36790 -6.13616
Pd -0.45935 0.54740 -2.13709
C -0.92398 1.79922 -0.61218
O -1.03587 2.33434 0.39000
C -0.56104 -1.49083 -2.23832
O -0.80697 -2.53332 -2.67116
C 1.04266 1.24432 -3.22409
O 2.09267 1.44393 -3.68063
C -2.14638 0.81891 -3.33525
O -3.31269 0.95120 -3.30569
H -1.10255 0.60776 -3.87030
S 1.31034 -0.80229 -0.63948
C 0.88454 -0.83482 1.02359
N 1.60918 -0.04687 1.81398
C 1.19334 0.29059 3.17758
C 0.56395 -0.91458 3.84342
C -0.55368 -1.46902 2.96069
N -0.09165 -1.60778 1.54947
H 2.36818 0.48611 1.31988
H 0.52780 1.16944 3.14599
H 2.10021 0.63291 3.66424
H 0.18202 -0.64380 4.83562
H 1.30970 -1.68717 4.00161
H -1.48052 -0.87601 3.05175
H -0.86784 -2.47106 3.29014
H -0.58002 -2.24825 0.89920
*
```